Record 1
ORCA calculation (wB97M-V/def2-TZVPD) on a 2-piece molecular cluster, C4H7NO overall in a non-equilibrium geometry.

Cartesian coordinates (Å):
C1 0.17719 -1.14503 1.05060
C2 -0.31606 -0.12389 0.28267
N1 -0.82624 0.68948 -0.48073
C3 -2.30177 0.89778 -0.56464
H1 0.49293 -1.02141 2.09283
H2 -0.02359 -2.12384 0.49553
H3 -2.48411 1.99978 -0.48373
H4 -2.82589 0.45124 0.37651
H5 -2.62938 0.30515 -1.36099
C4 2.66976 -0.00503 -0.32168
O1 3.80169 -0.37157 -0.41334
H6 2.01466 -0.05563 -1.16484
H7 2.25082 0.50296 0.49181

Calculated values
Frontier orbital gap   9.878 eV
HOMO level   -9.11 eV
LUMO   0.028 Ha
Net charge   0
Relative energy (zero: lowest compared OMol25 entry of this formula, charge and spin)   88.3 kcal/mol

Record 2
ORCA calculation (wB97M-V/def2-TZVPD) on a 2-piece molecular cluster, C4H7NO overall.

Cartesian coordinates (Å):
C1 -1.61303 1.25306 -0.52296
C2 -0.79203 0.83291 0.65674
C3 0.28800 -1.64034 0.25700
C4 1.56734 -1.00864 0.24701
N1 2.79158 -0.93912 0.48910
O1 0.56288 -0.31215 -0.37614
H1 -1.10852 1.80555 -1.32795
H2 -2.30861 1.96840 -0.04801
H3 -2.21842 0.43967 -0.93438
H4 -0.02893 1.61951 0.76622
H5 -0.33703 -1.55516 1.14414
H6 0.04222 -2.40260 -0.47201
H7 3.15455 -0.06109 0.12124

Calculated values
Frontier orbital gap   9.114 eV
HOMO level   -8.25 eV
LUMO   0.032 Ha
Net charge   0
Relative energy (zero: lowest compared OMol25 entry of this formula, charge and spin)   150.2 kcal/mol

Record 3
ORCA calculation (wB97M-V/def2-TZVPD) on one molecule with the formula C4H7NO in a non-equilibrium geometry.

Cartesian coordinates (Å):
C1 -1.49371 -0.22363 0.32966
C2 1.04037 -0.09869 -0.25588
C3 -0.32454 0.61861 -0.10576
C4 0.92083 -1.24322 -1.04661
O1 1.66436 -0.24922 1.00570
N1 -0.33976 1.88200 -0.26371
H1 2.47433 0.27620 1.05411
H2 -1.21833 2.28809 0.06658
H3 -2.33857 0.40414 0.61983
H4 -1.20914 -0.84933 1.17794
H5 -1.80369 -0.86548 -0.50086
H6 1.31563 -2.15781 -0.58388
H7 1.31223 0.21833 -1.49712

Calculated values
Frontier orbital gap   8.875 eV
HOMO level   -8.77 eV
LUMO   0.004 Ha
Net charge   0
Relative energy (zero: lowest compared OMol25 entry of this formula, charge and spin)   143.7 kcal/mol